(1)
ORCA calculation (ωB97M-V/def2-TZVPD) on a structure of composition C32H31CrN2SSb2Se.

Last column: Löwdin charge in e.
Positions of all 70 atoms, in Å:
1 Cr -1.280076 -0.868384 -0.217377  -0.29
2 C 1.893541 2.427492 -0.357134  -0.40
3 C 0.735535 3.032966 0.425563  -0.41
4 C 0.501687 2.350544 1.778786  -0.38
5 Sb -1.002950 0.797881 1.882575  1.27
6 C -2.664801 1.946006 2.554900  -0.39
7 C -3.733766 1.297708 3.166908  -0.13
8 C -4.837832 2.010586 3.611979  -0.10
9 C -4.885997 3.388172 3.450030  -0.11
10 C -3.827152 4.043150 2.838422  -0.10
11 C -2.724891 3.324927 2.393010  -0.13
12 C -0.394151 0.236310 3.898962  -0.36
13 C 0.235628 -0.994008 4.066444  -0.14
14 C 0.678148 -1.405502 5.318177  -0.10
15 C 0.489083 -0.587294 6.423095  -0.11
16 C -0.144965 0.639090 6.270956  -0.11
17 C -0.582891 1.043578 5.016645  -0.13
18 Sb 1.823627 0.311914 -0.791496  1.45
19 C 3.918461 0.230636 -1.379916  -0.37
20 C 4.478531 -1.026365 -1.596459  -0.15
21 C 5.786628 -1.170411 -2.037046  -0.10
22 C 6.568825 -0.046837 -2.264648  -0.11
23 C 6.028855 1.212809 -2.048549  -0.10
24 C 4.716642 1.347279 -1.611035  -0.13
25 C 1.195226 0.260450 -2.833597  -0.41
26 C 1.354829 1.309840 -3.729142  -0.12
27 C 0.943367 1.180847 -5.047555  -0.10
28 C 0.376811 -0.007539 -5.488658  -0.10
29 C 0.224012 -1.065288 -4.605469  -0.09
30 C 0.631015 -0.928993 -3.284746  -0.16
31 H 2.812727 2.522522 0.232750  0.05
32 H 2.055533 2.974210 -1.289421  0.04
33 H -0.173619 2.989531 -0.178501  -0.01
34 H 0.961979 4.092515 0.595432  0.10
35 H 1.415764 1.876728 2.150166  0.05
36 H 0.209727 3.070274 2.547781  0.05
37 H -3.710889 0.220721 3.299111  0.10
38 H -5.662464 1.488587 4.082264  0.10
39 H -5.748872 3.946353 3.792296  0.09
40 H -3.860770 5.116519 2.694616  0.10
41 H -1.922782 3.852765 1.890050  0.09
42 H 0.375413 -1.648617 3.210490  0.08
43 H 1.164311 -2.367520 5.429019  0.10
44 H 0.829060 -0.905617 7.401266  0.09
45 H -0.301275 1.279326 7.131643  0.09
46 H -1.088045 1.999167 4.913640  0.09
47 H 3.882337 -1.917095 -1.421437  0.09
48 H 6.194895 -2.160481 -2.200960  0.10
49 H 7.590690 -0.152732 -2.607633  0.09
50 H 6.629015 2.097986 -2.224447  0.09
51 H 4.325005 2.346091 -1.458853  0.08
52 H 1.788466 2.248502 -3.402764  0.09
53 H 1.058902 2.012705 -5.732245  0.10
54 H 0.052254 -0.105001 -6.517552  0.09
55 H -0.221977 -1.995851 -4.936844  0.10
56 H 0.488944 -1.757809 -2.597071  0.08
57 C -2.930716 -6.268909 -2.841550  -0.04
58 C -2.649995 -4.876392 -2.356049  -0.34
59 C -3.211507 -3.768297 -2.995810  -0.03
60 C -2.872322 -2.525482 -2.503448  -0.11
61 N -2.047691 -2.412806 -1.469562  -0.09
62 C -1.546289 -3.525528 -0.891002  -0.86
63 S -0.502860 -3.189237 0.434433  0.53
64 N -1.832021 -4.764485 -1.316358  0.10
65 H -3.921862 -6.342285 -3.288953  0.07
66 H -2.841863 -6.972887 -2.017345  0.07
67 H -2.196247 -6.545444 -3.601307  0.08
68 H -3.881880 -3.883775 -3.835188  0.10
69 H -3.238026 -1.590775 -2.913798  0.12
70 Se -1.972020 1.250974 -1.010486  -0.09

Cartesian forces (eV/Å) of the 3 atoms listed first:
Cr 0.0966 -0.7449 0.4007
C 0.1511 0.0313 -0.0481
C -0.0732 -0.0637 0.1312

Output
Charge   -1
Kohn-Sham gap (alpha / beta)   5.91 / 6.22 eV
Multiplicity   5
Relative energy (zero: lowest compared OMol25 entry of this formula, charge and spin)   0.103 eV

(2)
ORCA calculation (ωB97M-V/def2-TZVPD) on a cluster of 5 separate species, C39H81BrCl3N7O3P in total at a distorted geometry.

Last column: Löwdin charge in e.
Positions of all 135 atoms, in Å:
1 C -0.236207 -0.187260 -1.600197  -0.03
2 C 0.536770 -1.130725 -0.702846  -0.22
3 C 0.628611 -0.763981 0.648115  -0.04
4 C 1.282397 -1.554037 1.583347  -0.06
5 C 1.892544 -2.729459 1.154110  -0.07
6 C 1.809759 -3.101830 -0.182495  -0.05
7 C 1.135633 -2.324303 -1.134020  -0.20
8 C 1.043843 -2.791106 -2.567181  -0.07
9 C 2.270575 -2.443930 -3.446516  -0.26
10 N 3.246016 -1.560955 -2.752229  0.18
11 C 4.361144 -1.381736 -3.438775  -0.43
12 N 5.354525 -0.678488 -2.841979  0.22
13 N 4.547712 -1.857445 -4.722950  -0.44
14 Br 4.443243 -0.489063 -5.980349  0.95
15 C 4.055232 -3.223010 -5.046652  -0.49
16 C 5.342507 -4.087439 -5.054185  -0.65
17 Cl 6.522404 -3.363357 -6.189946  0.71
18 C 5.138339 -5.607720 -5.360713  -0.75
19 C 6.089448 -6.447151 -4.499855  -0.12
20 Cl 5.379736 -6.071303 -7.058630  0.68
21 P 3.018893 -3.331585 -6.587219  0.41
22 O 1.858504 -2.442536 -6.480484  -0.25
23 O 2.548529 -4.853771 -6.635080  -0.13
24 O 3.908973 -3.105392 -7.865121  -0.14
25 C 3.057503 -3.651151 -3.924523  -0.56
26 Cl 3.832127 -4.549620 -2.600781  0.83
27 H -0.342324 -0.530650 -2.620114  0.06
28 H -1.236047 -0.072353 -1.184467  0.08
29 H 0.193509 0.810578 -1.583015  0.09
30 H 0.154908 0.152072 0.968230  0.10
31 H 1.309286 -1.251498 2.617422  0.11
32 H 2.399653 -3.363468 1.864108  0.10
33 H 2.271627 -4.032156 -0.467934  0.07
34 H 0.856163 -3.861303 -2.601412  0.13
35 H 0.186238 -2.325720 -3.030877  0.11
36 H 1.899310 -1.889502 -4.305808  0.14
37 H 2.877448 -0.671039 -2.428527  0.19
38 H 5.763659 0.127374 -3.284554  0.11
39 H 5.728701 -0.996153 -1.964127  0.13
40 H 5.849415 -3.986730 -4.106928  0.05
41 H 4.124021 -5.853268 -5.074741  0.07
42 H 6.991359 -6.667723 -5.060770  0.07
43 H 6.383889 -5.925752 -3.593203  0.07
44 H 5.628089 -7.382819 -4.207932  0.09
45 H 1.710001 -4.895416 -7.116798  0.12
46 H 4.077553 -3.949087 -8.311479  0.07
47 H 2.313686 -4.319104 -4.342276  0.10
48 C -3.418319 -1.005612 1.669830  -0.08
49 C -3.219903 0.500859 1.738457  -0.28
50 N -3.993792 1.235260 0.759023  -0.20
51 C -3.608947 2.632760 0.659590  -0.25
52 C -3.841451 3.526109 1.883253  -0.08
53 C -5.424821 0.975516 0.764823  -0.24
54 C -6.197091 1.233867 2.064908  -0.07
55 H -3.193528 -1.386072 0.671391  0.07
56 H -2.747556 -1.496657 2.376649  0.07
57 H -4.434530 -1.300236 1.931751  0.07
58 H -2.158904 0.700216 1.553595  0.10
59 H -3.422727 0.836365 2.768372  0.10
60 H -4.115210 3.073198 -0.203676  0.11
61 H -2.541867 2.662490 0.410911  0.10
62 H -4.891635 3.786326 2.005552  0.06
63 H -3.293861 4.463452 1.763568  0.07
64 H -3.489190 3.061523 2.805718  0.05
65 H -5.579815 -0.067749 0.478723  0.10
66 H -5.878717 1.551569 -0.045728  0.11
67 H -5.670922 0.860364 2.944785  0.07
68 H -7.160452 0.722521 2.023745  0.07
69 H -6.404770 2.292019 2.211215  0.04
70 C -9.380555 1.747837 -0.458738  -0.09
71 C -10.358730 2.876732 -0.168992  -0.27
72 N -9.963871 3.703391 0.955699  -0.20
73 C -11.011254 4.607166 1.401203  -0.25
74 C -11.473721 5.711405 0.442437  -0.09
75 C -8.630441 4.269409 0.878513  -0.25
76 C -8.293215 5.167500 -0.320698  -0.08
77 H -9.231182 1.125366 0.424809  0.07
78 H -9.774378 1.116086 -1.255848  0.07
79 H -8.409126 2.118367 -0.790430  0.06
80 H -11.327129 2.430474 0.070925  0.12
81 H -10.506617 3.459821 -1.091860  0.10
82 H -10.693522 5.064506 2.342030  0.11
83 H -11.880286 3.994002 1.658636  0.11
84 H -10.753281 6.525597 0.378066  0.06
85 H -12.409017 6.141121 0.805871  0.07
86 H -11.659518 5.333226 -0.563105  0.07
87 H -7.914104 3.443295 0.893524  0.08
88 H -8.432491 4.820329 1.801642  0.12
89 H -8.667467 4.758252 -1.259951  0.07
90 H -7.208426 5.258876 -0.415208  0.07
91 H -8.687516 6.175274 -0.203450  0.06
92 C 11.441127 -0.775579 -0.573397  -0.09
93 C 10.718162 -1.206323 -1.840358  -0.28
94 N 10.458652 -2.633048 -1.898705  -0.20
95 C 10.013064 -3.084486 -3.203778  -0.24
96 C 8.660261 -2.574275 -3.713748  -0.11
97 C 9.745692 -3.189946 -0.764242  -0.24
98 C 8.355785 -2.619987 -0.432694  -0.09
99 H 12.374177 -1.325711 -0.451519  0.08
100 H 11.679608 0.286722 -0.630305  0.08
101 H 10.833530 -0.922216 0.320447  0.06
102 H 11.350451 -0.949360 -2.693734  0.12
103 H 9.798969 -0.604794 -1.943695  0.10
104 H 10.004179 -4.177985 -3.209237  0.12
105 H 10.779724 -2.800970 -3.930360  0.12
106 H 7.826547 -3.070273 -3.210609  0.04
107 H 8.558328 -2.781301 -4.777816  0.01
108 H 8.553755 -1.495563 -3.583010  0.06
109 H 10.375742 -3.074908 0.119691  0.10
110 H 9.665480 -4.270148 -0.906796  0.12
111 H 8.335945 -1.529727 -0.492628  0.06
112 H 8.080593 -2.894399 0.587349  0.07
113 H 7.582140 -3.020273 -1.091153  0.04
114 C -3.614960 4.750116 6.157301  -0.09
115 C -2.706813 4.137494 7.212554  -0.27
116 N -2.784419 2.689654 7.277117  -0.20
117 C -2.134322 2.133735 8.452136  -0.25
118 C -0.615460 2.299758 8.591165  -0.09
119 C -2.539691 1.986897 6.031663  -0.25
120 C -1.190671 2.212852 5.332669  -0.08
121 H -4.651820 4.447608 6.308963  0.08
122 H -3.568536 5.837728 6.222466  0.07
123 H -3.319121 4.476091 5.143046  0.05
124 H -3.013864 4.529105 8.185439  0.12
125 H -1.678594 4.496154 7.045169  0.10
126 H -2.381361 1.070227 8.511159  0.11
127 H -2.606817 2.587530 9.328361  0.11
128 H -0.068083 1.627443 7.931677  0.05
129 H -0.314768 2.059139 9.612578  0.07
130 H -0.292391 3.321375 8.389927  0.07
131 H -3.335058 2.254638 5.329335  0.09
132 H -2.680182 0.917519 6.208248  0.11
133 H -0.898882 3.263725 5.323667  0.07
134 H -1.259307 1.886254 4.290892  0.05
135 H -0.391840 1.635455 5.795592  0.05

Cartesian forces (eV/Å) of the 3 atoms listed first:
C -0.1353 -0.2235 0.4704
C 0.1353 0.1610 -0.0035
C 0.1805 -0.4092 -0.0010

Output
Charge   +1
Kohn-Sham gap   4.39 eV

(3)
ORCA calculation (ωB97M-V/def2-TZVPD) on an isolated molecule of ClH4N2PS at a distorted geometry.

Last column: Löwdin charge in e.
Positions of all 9 atoms, in Å:
1 N -0.975686 0.247565 0.524466  -0.17
2 P 0.318841 1.224343 0.279943  -0.24
3 N 1.408703 -0.092900 -0.111445  -0.15
4 S 0.042976 2.768489 -0.859815  0.13
5 Cl 0.870284 1.893159 2.095856  0.25
6 H -0.673589 -0.744605 0.782205  0.10
7 H -1.836890 0.582136 0.767394  0.01
8 H 0.954580 -0.807921 -0.647479  0.03
9 H 2.389516 0.114708 -0.157411  0.04

Cartesian forces (eV/Å) of the 3 atoms listed first:
N 3.3130 -3.1774 -0.5199
P 0.5903 -0.8637 -1.4255
N -1.5504 2.3574 1.5271

Output
Charge   0
Kohn-Sham gap   9.48 eV
Structure (SMILES)   NP(N)(=S)Cl
Relative energy (zero: lowest compared OMol25 entry of this formula, charge and spin)   0.138 eV